(1)
# C12H24Br4ClO7P

A molecular structure, C12H24Br4ClO7P (ωB97M-V/def2-TZVPD, OMol25).

The HOMO energy comes out at -9.900 eV. As for the HOMO-LUMO gap: 9.877 eV. The value obtained for the total energy is -12095.953587 a.u. The calculation puts the LUMO energy at -0.023 eV.

CARTESIAN COORDINATES (ANGSTROEM)
1 C 6.25029 0.39093 -0.89185
2 O 5.46227 -0.37950 -1.77369
3 C 4.07921 -0.29342 -1.51885
4 C 3.62098 -1.29777 -0.45874
5 C 2.26580 -0.92730 0.14359
6 O 1.31616 -1.97329 -0.18491
7 P -0.03139 -2.06806 0.62367
8 O -0.05301 -2.85177 1.85201
9 O -0.91369 -2.64349 -0.61117
10 Cl -2.45484 -3.13361 -0.15468
11 O -0.51563 -0.56951 0.78129
12 C -1.09890 -0.12164 2.02262
13 C -1.56635 1.33281 1.86344
14 C -1.52131 1.92787 0.45362
15 C -2.41361 1.24221 -0.55616
16 O -2.05518 0.52212 -1.43687
17 O -3.75299 1.51893 -0.33753
18 H 5.81887 0.43099 0.11446
19 H 6.35968 1.41565 -1.26307
20 H 7.23339 -0.07197 -0.82417
21 H 3.81178 0.72635 -1.20655
22 H 3.56598 -0.48225 -2.46379
23 H 4.37274 -1.31621 0.33210
24 H 3.53738 -2.28930 -0.89980
25 H 2.33379 -0.85553 1.23021
26 H 1.87883 0.00476 -0.27072
27 H -1.92204 -0.78014 2.29856
28 H -0.34140 -0.20049 2.80246
29 H -0.93377 1.96169 2.49199
30 H -2.58083 1.42335 2.25667
31 H -0.50951 1.97891 0.05524
32 H -1.88945 2.95202 0.55255
33 H -4.11957 1.93599 -1.12559
34 Br 0.19324 4.60656 2.36955
35 C -0.73704 5.74887 3.63720
36 C -2.16047 5.30000 3.84079
37 Br -3.28254 5.71517 2.31083
38 H -0.67404 6.75824 3.24380
39 H -0.18161 5.68202 4.56964
40 H -2.60188 5.81623 4.69009
41 H -2.23038 4.22700 3.99005
42 Br -4.34954 -6.24497 -3.00589
43 C -2.61025 -5.44963 -3.35726
44 C -2.58898 -4.67418 -4.64685
45 Br -2.55787 -5.83746 -6.20440
46 H -1.89194 -6.26313 -3.35503
47 H -2.41405 -4.78514 -2.51900
48 H -1.68551 -4.07197 -4.70633
49 H -3.46085 -4.03693 -4.75355

Charge distribution, natural (NBO) scheme, values in e:
1. C -0.251
2. O -0.537
3. C -0.053
4. C -0.459
5. C -0.059
6. O -0.808
7. P 2.563
8. O -1.079
9. O -0.785
10. Cl 0.272
11. O -0.835
12. C -0.058
13. C -0.424
14. C -0.514
15. C 0.798
16. O -0.539
17. O -0.740
18. H 0.161
19. H 0.171
20. H 0.194
21. H 0.155
22. H 0.194
23. H 0.211
24. H 0.236
25. H 0.189
26. H 0.189
27. H 0.197
28. H 0.192
29. H 0.221
30. H 0.222
31. H 0.231
32. H 0.244
33. H 0.498
34. Br -0.016
35. C -0.444
36. C -0.452
37. Br -0.006
38. H 0.234
39. H 0.232
40. H 0.233
41. H 0.229
42. Br -0.018
43. C -0.449
44. C -0.447
45. Br -0.017
46. H 0.230
47. H 0.234
48. H 0.231
49. H 0.231

(2)
# C25H60N5O12S

5 unconnected molecules or ions with the total composition C25H60N5O12S (ωB97M-V/def2-TZVPD, OMol25).

The HOMO energy comes out at -6.008 eV. As for the HOMO-LUMO gap: 8.010 eV. The value obtained for the total energy is -2563.241871 a.u. Its charge is -1. The calculation puts the LUMO energy at 2.003 eV.

CARTESIAN COORDINATES (ANGSTROEM)
1 N -1.15353 -0.37529 5.42454
2 C -2.05260 0.30799 5.20838
3 O -3.07810 0.82135 4.57872
4 S -4.50498 -0.03408 4.95797
5 O -4.18642 -1.42201 5.19345
6 O -5.36521 0.16071 3.81678
7 O -5.01012 0.60953 6.15670
8 C 2.66234 -2.36838 -0.35993
9 O 1.49270 -3.15203 -0.49029
10 C 1.55592 -4.40404 0.18575
11 C 0.63138 -4.42500 1.38935
12 N 1.12216 -3.55560 2.44910
13 C 0.15676 -3.31677 3.52716
14 C -1.14704 -2.60703 3.17076
15 O -0.98695 -1.25231 2.79464
16 C -0.64048 -1.04694 1.44416
17 H 2.58126 -1.53084 -1.05275
18 H 2.76345 -1.96766 0.65388
19 H 3.55585 -2.94581 -0.61795
20 H 2.58190 -4.66041 0.46926
21 H 1.21728 -5.16380 -0.52507
22 H 0.55540 -5.44894 1.76803
23 H -0.36322 -4.11495 1.04188
24 H 1.37854 -2.66287 2.05071
25 H 0.66931 -2.70893 4.27651
26 H -0.07925 -4.27288 4.00567
27 H -1.75805 -2.58884 4.07627
28 H -1.73844 -3.14922 2.42300
29 H -1.07919 -1.79646 0.77886
30 H 0.44943 -1.02404 1.33303
31 H -1.01389 -0.06515 1.14372
32 C 2.39982 3.37847 4.16129
33 O 2.64375 2.11774 3.57021
34 C 1.55378 1.62522 2.79437
35 C 1.89863 1.64101 1.31227
36 N 1.97100 3.00440 0.79736
37 C 2.55393 3.10889 -0.53923
38 C 4.00558 2.66844 -0.72133
39 O 4.95454 3.49832 -0.07002
40 C 5.16240 3.20738 1.30115
41 H 3.20496 3.57636 4.86857
42 H 2.39561 4.17766 3.41146
43 H 1.45205 3.38162 4.70675
44 H 0.62851 2.17240 2.99530
45 H 1.38666 0.59001 3.10270
46 H 1.13795 1.08597 0.75841
47 H 2.85739 1.11694 1.19501
48 H 2.52326 3.56674 1.43008
49 H 2.49079 4.15731 -0.82560
50 H 1.92407 2.55256 -1.24174
51 H 4.22998 2.74971 -1.78828
52 H 4.16482 1.61554 -0.45991
53 H 5.05756 2.14241 1.52049
54 H 4.48406 3.79132 1.92797
55 H 6.17842 3.51144 1.55829
56 C -3.60226 -3.63897 -0.41884
57 O -4.09028 -3.56274 0.90374
58 C -5.33694 -2.87610 1.02194
59 C -6.45446 -3.83695 1.37562
60 N -6.77124 -4.72528 0.25823
61 C -7.64357 -5.84105 0.61229
62 C -7.12889 -6.85536 1.63493
63 O -6.04221 -7.64477 1.18014
64 C -4.76715 -7.03928 1.31399
65 H -2.57653 -4.00787 -0.37597
66 H -4.19314 -4.33605 -1.02432
67 H -3.59528 -2.65361 -0.89518
68 H -5.57197 -2.30459 0.11849
69 H -5.22798 -2.15809 1.83890
70 H -7.34607 -3.26633 1.64774
71 H -6.12851 -4.40182 2.25718
72 H -5.91180 -5.10080 -0.11841
73 H -7.85092 -6.38314 -0.31491
74 H -8.60036 -5.44022 0.96298
75 H -7.94391 -7.56091 1.82217
76 H -6.89903 -6.39898 2.60382
77 H -4.70377 -6.39314 2.19225
78 H -4.50872 -6.47873 0.41214
79 H -4.02783 -7.83476 1.42021
80 C 2.62221 5.95817 -2.63008
81 O 2.86870 4.69730 -3.22590
82 C 1.78096 4.20922 -4.00184
83 C 2.11550 4.22748 -5.48192
84 N 2.18511 5.59073 -5.99517
85 C 2.75799 5.69687 -7.33501
86 C 4.20945 5.25579 -7.53069
87 O 5.16345 6.08257 -6.88788
88 C 5.38434 5.79051 -5.51844
89 H 3.42649 6.15376 -1.92125
90 H 2.61918 6.75844 -3.37734
91 H 1.67310 5.95944 -2.08588
92 H 0.85692 4.75739 -3.79512
93 H 1.61529 3.17163 -3.69805
94 H 1.34893 3.67342 -6.03147
95 H 3.07136 3.70193 -5.60530
96 H 2.74213 6.15217 -5.36580
97 H 2.69184 6.74987 -7.62080
98 H 2.12243 5.14128 -8.03243
99 H 4.42557 5.33765 -8.59975
100 H 4.37031 4.20292 -7.27215
101 H 5.28117 4.72533 -5.29876
102 H 4.71241 6.37488 -4.88502
103 H 6.40229 6.09359 -5.27089

Results of the Löwdin charge analysis, in e, for atoms 1 through 99:
1. N 0.177
2. C -0.398
3. O -0.121
4. S 0.406
5. O -0.320
6. O -0.332
7. O -0.334
8. C -0.119
9. O -0.194
10. C -0.218
11. C -0.217
12. N -0.051
13. C -0.188
14. C -0.218
15. O -0.195
16. C -0.100
17. H 0.085
18. H 0.075
19. H 0.085
20. H 0.119
21. H 0.117
22. H 0.122
23. H 0.095
24. H 0.062
25. H 0.115
26. H 0.117
27. H 0.109
28. H 0.104
29. H 0.084
30. H 0.055
31. H 0.093
32. C -0.118
33. O -0.191
34. C -0.197
35. C -0.211
36. N -0.040
37. C -0.193
38. C -0.217
39. O -0.178
40. C -0.099
41. H 0.086
42. H 0.073
43. H 0.091
44. H 0.129
45. H 0.118
46. H 0.103
47. H 0.102
48. H 0.065
49. H 0.091
50. H 0.117
51. H 0.113
52. H 0.109
53. H 0.089
54. H 0.070
55. H 0.085
56. C -0.122
57. O -0.200
58. C -0.192
59. C -0.202
60. N -0.055
61. C -0.206
62. C -0.230
63. O -0.184
64. C -0.099
65. H 0.076
66. H 0.074
67. H 0.089
68. H 0.123
69. H 0.124
70. H 0.126
71. H 0.107
72. H 0.062
73. H 0.114
74. H 0.115
75. H 0.116
76. H 0.112
77. H 0.092
78. H 0.069
79. H 0.085
80. C -0.117
81. O -0.216
82. C -0.210
83. C -0.211
84. N -0.052
85. C -0.201
86. C -0.230
87. O -0.180
88. C -0.097
89. H 0.094
90. H 0.077
91. H 0.091
92. H 0.127
93. H 0.117
94. H 0.124
95. H 0.104
96. H 0.064
97. H 0.118
98. H 0.116
99. H 0.119

(3)
# C2H3N3O3S

2 unconnected molecules or ions with the total composition C2H3N3O3S (ωB97M-V/def2-TZVPD, OMol25).

For the energy above the lowest of the compared OMol25 structures with the same formula, charge and spin, the calculation gives 201.7 kJ/mol. The HOMO energy comes out at -10.733 eV. As for the HOMO-LUMO gap: 9.555 eV. The value obtained for the total energy is -866.059881 a.u. The calculation puts the LUMO energy at -1.178 eV.

CARTESIAN COORDINATES (ANGSTROEM)
1 C -1.03862 1.20771 -0.02749
2 C -1.39296 -0.03388 0.48373
3 N -0.93500 2.24970 -0.49694
4 N -2.28936 -0.77362 0.80719
5 N 0.42604 -0.99318 0.82396
6 O 1.56658 1.20140 0.58673
7 O 2.75622 -0.85609 -0.02415
8 O 0.91952 -0.02735 -1.45205
9 S 1.53835 -0.11717 0.05417
10 H -3.28323 -0.59250 0.82389
11 H 1.43379 0.61304 -1.94390
12 H 0.29868 -1.87807 0.36487

Charge distribution, natural (NBO) scheme, values in e:
1. C 0.142
2. C 0.471
3. N -0.138
4. N -0.523
5. N -0.948
6. O -0.935
7. O -0.923
8. O -0.909
9. S 2.450
10. H 0.419
11. H 0.506
12. H 0.387

Q: Among the records above, which one has the highest HOMO-LUMO gap?
A: C12H24Br4ClO7P

Q: Which of these has the lowest HOMO-LUMO gap?
A: C25H60N5O12S